DFT (ωB97M-V with the def2-TZVPD basis set) results for C17H27HgN6OS6SbSe2 as an isolated structure.

The geometry in XYZ format:
```
61
Properties=species:S:1:pos:R:3:lowdin_charge:R:1
Hg -0.40220 -0.57306 -1.09597 0.4740
C 3.42355 -0.92017 2.12322 -0.4409
Se 1.70394 -0.11624 1.65601 0.7027
C 1.30726 0.49586 3.51214 -0.5274
C 0.58550 1.84628 3.56073 -0.5875
Se -0.48146 2.31526 1.98019 0.7817
C 0.93213 3.36907 1.11375 -0.4248
H 3.28804 -1.81218 2.73221 0.0130
H 4.02934 -0.18580 2.65345 0.0038
H 3.89501 -1.18628 1.17982 -0.0160
H 2.25192 0.52944 4.05729 0.0452
H 0.66762 -0.26015 3.96619 0.0459
H 1.28761 2.66800 3.70620 0.0502
H -0.15488 1.86337 4.35727 -0.0024
H 1.20393 4.21656 1.74399 0.0038
H 0.53858 3.72720 0.16298 -0.0121
H 1.79597 2.73269 0.92992 -0.0134
S -2.54097 0.71226 3.81539 0.4349
C -3.79551 0.34821 2.75629 -1.1654
N -3.80028 0.27311 1.45050 0.0084
C -5.05122 0.02001 0.93236 -0.3402
C -5.36214 -0.05486 -0.42431 -0.0351
C -6.67436 -0.26360 -0.81956 -0.1229
C -7.69233 -0.41965 0.12016 -0.1387
C -7.40123 -0.36122 1.47712 -0.1289
C -6.09110 -0.13250 1.87161 -0.5227
S -5.43276 0.04237 3.46154 0.9141
H -4.56924 0.00148 -1.15911 0.1001
H -6.90493 -0.31768 -1.87704 0.0880
H -8.71000 -0.60078 -0.20548 0.0816
H -8.18205 -0.50434 2.21480 0.0911
S 1.63303 -4.86625 -2.02692 -0.4241
Sb 1.46595 -3.30617 -0.29520 0.1335
S 2.02364 -1.08892 -1.29644 -0.3176
S -0.95422 -2.74140 -0.14225 -0.3077
C 1.09795 -1.37935 -5.00164 -0.1275
N 0.37039 -2.51510 -4.47884 -0.0496
C -0.85261 -2.45735 -3.95247 -0.9553
N -1.34188 -3.61722 -3.47706 0.0618
S -1.83026 -1.06066 -3.92801 0.4640
H 1.65838 -1.69326 -5.88612 0.0727
H 1.78317 -0.97890 -4.25477 0.0362
H 0.39760 -0.59609 -5.27501 0.0240
H 0.93332 -3.30255 -4.13691 0.0576
H -0.63788 -4.30275 -3.18044 0.0007
H -2.11315 -3.50155 -2.83940 0.0447
C -2.67657 4.69365 -2.76262 -0.0503
N -1.52997 3.81805 -2.78918 -0.1064
C -0.78380 3.48993 -3.98236 -0.0515
C 0.01715 2.25704 -3.51409 -0.4832
O 0.88232 1.74610 -4.17494 0.0626
N -0.42239 1.91329 -2.25101 0.1368
C -1.31488 2.81376 -1.89177 -0.4291
N -1.92920 2.82299 -0.70084 0.1794
H -2.66469 5.30901 -3.65931 0.0850
H -2.63954 5.36378 -1.90033 0.0860
H -3.62163 4.13959 -2.73943 0.0947
H -0.11354 4.29265 -4.29161 0.1253
H -1.43085 3.20833 -4.81811 0.1330
H -2.00532 1.93628 -0.20846 0.0427
H -2.71766 3.43390 -0.57332 0.1016
```

Output
Molar mass, g mol⁻¹: 1004.12
Orbital gap, eV: 5.4
Total charge: -2
HOMO energy, eV: -1.70
E_tot, eV: -235477.0941
Max |F|, Eh/bohr: 0.0179
Energy relative to the best compared isomer or geometry (same formula, charge and spin), kJ/mol: 111.8
LUMO, eV: 3.7